No. 1
The following is a DFT calculation (the ωB97M-V functional and the def2-TZVPD basis) of a cluster of 10 separate species, C9H36N17O12 in total in a non-equilibrium geometry.

Values from the calculation:
- Net charge: -1
- Energy above the lowest of the compared OMol25 structures with the same formula, charge and spin: 0.0 kJ/mol
- Largest force on an atom: 2.018 eV/Å

```
74
Properties=species:S:1:pos:R:3:forces:R:3:mulliken_charge:R:1
N 0.165 0.517 0.382 -0.52 1.36 0.43 0.010
O -0.855 0.187 1.014 0.85 -0.24 -0.34 -0.552
O 1.274 0.001 0.632 -0.63 -0.31 -0.60 -0.145
O 0.098 1.484 -0.440 -0.02 -1.25 0.38 -0.121
C -2.697 -0.194 -2.175 1.46 -0.83 -0.05 0.065
O -3.985 -0.632 -1.873 -0.81 0.37 0.09 -0.545
H -2.582 0.881 -2.051 -0.35 0.00 -0.12 0.252
H -1.959 -0.691 -1.524 -0.15 0.30 0.32 -0.490
H -2.333 -0.529 -3.152 -0.40 0.44 -0.27 0.316
H -4.202 -1.425 -2.366 0.25 -0.10 -0.02 0.326
C 3.067 -0.301 -2.766 1.24 1.07 -1.16 0.472
O 3.618 -0.512 -3.854 -0.56 -0.45 0.86 -0.738
N 3.743 -0.375 -1.587 -0.11 -0.32 -0.45 -0.296
N 1.833 0.247 -2.695 -0.46 -0.26 -0.03 -0.033
H 3.270 -0.157 -0.726 0.24 -0.30 0.20 0.217
H 4.574 -0.934 -1.676 -0.01 0.07 0.60 0.228
H 1.341 0.394 -1.834 0.01 0.28 0.06 -0.083
H 1.398 0.431 -3.574 -0.07 -0.19 -0.05 0.053
C -0.743 3.555 -3.797 0.29 -0.64 -0.83 0.431
O -0.550 3.884 -4.966 -0.23 0.15 0.74 -0.719
N -1.346 4.334 -2.868 -0.21 0.89 -0.21 -0.297
N -0.392 2.312 -3.339 -0.34 0.24 0.45 -0.103
H -1.719 5.199 -3.220 0.00 -0.03 0.16 0.198
H -1.517 4.088 -1.908 -0.06 -0.21 0.01 0.244
H 0.233 1.799 -3.923 0.09 0.07 -0.13 0.062
H -0.398 2.144 -2.343 0.18 -0.22 -0.23 0.111
C 3.084 -3.091 1.072 -1.29 -0.36 -0.07 0.452
O 2.753 -3.293 -0.100 0.45 0.25 0.30 -0.760
N 2.379 -2.263 1.903 0.76 -0.78 -0.91 -0.104
N 4.076 -3.799 1.677 0.23 0.09 0.18 -0.455
H 1.714 -1.658 1.445 -0.14 0.25 0.39 0.014
H 2.644 -2.210 2.864 -0.23 0.41 0.16 0.184
H 4.744 -4.260 1.085 -0.03 -0.01 0.01 0.278
H 4.372 -3.477 2.579 0.35 -0.14 0.00 0.178
C -3.082 3.336 0.671 -0.02 0.75 0.37 0.474
O -4.081 4.048 0.629 0.39 -0.45 -0.05 -0.721
N -3.095 2.002 0.920 -0.75 -0.29 -0.08 -0.175
N -1.815 3.851 0.538 0.79 0.09 -0.47 -0.326
H -2.283 1.401 0.861 -0.14 0.23 -0.19 0.211
H -4.008 1.582 0.836 0.14 -0.13 0.02 0.199
H -0.998 3.263 0.501 -0.12 -0.14 0.16 0.226
H -1.633 4.835 0.597 -0.43 0.07 0.06 0.208
C -0.569 -3.408 -1.640 0.31 -0.38 -0.03 0.597
O -1.732 -3.265 -2.027 0.12 0.07 0.30 -0.665
N 0.279 -2.417 -1.282 -0.49 -0.12 -0.05 0.234
N 0.004 -4.653 -1.536 -0.32 -0.15 -0.05 -0.395
H 1.161 -2.680 -0.869 0.44 0.31 -0.01 0.250
H 0.073 -1.465 -1.512 -0.09 -0.07 -0.06 -0.152
H 0.945 -4.794 -1.211 0.02 0.17 0.06 0.167
H -0.596 -5.451 -1.628 -0.01 0.06 -0.03 0.239
C -0.001 0.609 4.668 0.81 0.16 0.40 0.451
O 0.211 0.858 5.849 -0.31 -0.16 -0.41 -0.706
N -0.888 1.262 3.883 -0.27 0.15 -0.01 -0.257
N 0.740 -0.324 3.976 0.00 0.06 -0.02 -0.096
H -1.456 1.985 4.281 -0.01 -0.04 0.02 0.194
H -0.981 1.018 2.914 -0.21 0.07 -0.01 0.260
H 0.483 -0.595 3.045 -0.04 -0.15 0.02 0.062
H 1.398 -0.864 4.504 -0.12 -0.06 0.08 0.114
C -3.114 -3.092 1.556 0.92 1.13 1.40 0.481
O -3.250 -2.916 2.768 -0.54 -0.47 -0.64 -0.702
N -3.062 -4.313 0.962 0.06 -0.19 -0.86 -0.294
N -2.833 -2.028 0.728 -0.72 -1.52 0.50 -0.117
H -3.518 -5.111 1.357 0.00 0.05 0.22 0.223
H -2.807 -4.320 -0.014 -0.27 -0.28 -0.02 0.192
H -2.525 -1.246 1.271 0.31 0.32 -0.52 0.091
H -2.507 -2.289 -0.191 0.21 0.80 -0.16 -0.002
C 2.824 3.344 1.359 0.17 0.26 -0.16 0.473
O 3.503 4.225 1.878 -0.23 -0.39 -0.63 -0.693
N 1.994 3.535 0.289 -0.62 0.76 -0.48 -0.178
N 2.858 2.044 1.768 0.22 -0.28 0.49 -0.215
H 1.981 4.434 -0.163 0.09 0.11 0.34 0.178
H 1.428 2.822 -0.161 0.61 -0.06 0.38 0.130
H 2.117 1.383 1.586 0.57 0.13 -0.17 0.223
H 3.736 1.737 2.143 -0.25 -0.05 0.43 0.166
```
Forces are in eV/Å.


No. 2
The following is a DFT calculation (the ωB97M-V functional and the def2-TZVPD basis) of a structure of composition C9H3Cl6N9O2Pt in a non-equilibrium geometry.

Values from the calculation:
- Net charge: -2
- Energy above the lowest of the compared OMol25 structures with the same formula, charge and spin: 248.4 kJ/mol
- Largest force on an atom: 4.872 eV/Å
- Spin multiplicity: 3
- Expectation value of S²: 2.028

```
30
Properties=species:S:1:pos:R:3:forces:R:3:mulliken_charge:R:1
Pt -0.247 0.129 -0.401 0.60 -0.22 0.47 0.833
N -1.069 -1.142 4.299 0.01 0.48 -0.66 -0.574
C 0.653 -1.151 2.495 1.51 -1.29 -1.84 0.346
N 1.462 -2.038 3.038 -0.17 0.12 0.54 -0.321
N 2.340 -2.321 2.072 0.02 0.09 -0.23 -0.737
N 2.048 -1.653 0.983 0.23 -0.14 0.02 -0.295
N 0.986 -0.907 1.210 -1.10 0.65 -0.41 0.350
C -0.296 1.089 3.402 0.02 3.38 -0.86 0.464
N -0.582 2.102 2.522 -1.07 -1.29 -0.55 -0.412
N -1.246 1.943 1.201 0.12 -0.40 0.21 -0.286
N -1.943 0.485 0.817 3.22 3.48 1.12 -0.579
N -1.467 -0.134 1.898 -2.24 -4.24 0.85 -0.241
H -0.665 -1.734 6.229 -0.03 0.02 0.04 0.272
Cl 2.331 0.838 -6.646 0.00 0.02 0.01 -0.247
C 1.264 0.850 -5.272 0.02 -0.01 0.00 0.203
C -0.056 1.226 -5.418 -0.02 0.02 -0.01 0.227
Cl -0.666 1.726 -6.968 0.00 -0.02 0.01 -0.248
C -0.908 1.210 -4.302 -0.01 0.04 -0.02 0.203
Cl -2.573 1.682 -4.449 0.02 -0.01 0.00 -0.240
C -0.453 0.823 -3.048 -0.01 0.00 0.03 0.307
O -1.238 0.794 -1.991 -0.03 0.10 -0.08 -0.927
C 0.915 0.437 -2.891 -0.01 -0.01 0.03 0.199
O 1.330 0.078 -1.705 -0.06 -0.23 -0.07 -0.910
C 1.744 0.464 -4.012 0.00 0.01 -0.01 0.245
Cl 3.403 0.005 -3.794 -0.01 -0.02 0.00 -0.233
Cl -0.727 -0.416 3.075 -1.10 -0.26 1.99 1.243
C -1.402 -1.930 5.447 0.23 -0.14 -0.35 -1.004
Cl 0.358 1.507 4.969 -0.11 -0.11 -0.29 -0.241
H -1.372 -2.997 5.216 -0.03 -0.01 0.02 0.284
H -2.395 -1.668 5.816 0.00 -0.01 0.02 0.319
```
Forces are in eV/Å.


Question: energy above the lowest of the compared OMol25 structures with the same formula, charge and spin of number 2 (C9H3Cl6N9O2Pt)?
Answer: 248.4 kJ/mol


Repeat the second record exactly.
The following is a DFT calculation (the ωB97M-V functional and the def2-TZVPD basis) of a structure of composition C9H3Cl6N9O2Pt in a non-equilibrium geometry.

Values from the calculation:
- Net charge: -2
- Energy above the lowest of the compared OMol25 structures with the same formula, charge and spin: 248.4 kJ/mol
- Largest force on an atom: 4.872 eV/Å
- Spin multiplicity: 3
- Expectation value of S²: 2.028

```
30
Properties=species:S:1:pos:R:3:forces:R:3:mulliken_charge:R:1
Pt -0.247 0.129 -0.401 0.60 -0.22 0.47 0.833
N -1.069 -1.142 4.299 0.01 0.48 -0.66 -0.574
C 0.653 -1.151 2.495 1.51 -1.29 -1.84 0.346
N 1.462 -2.038 3.038 -0.17 0.12 0.54 -0.321
N 2.340 -2.321 2.072 0.02 0.09 -0.23 -0.737
N 2.048 -1.653 0.983 0.23 -0.14 0.02 -0.295
N 0.986 -0.907 1.210 -1.10 0.65 -0.41 0.350
C -0.296 1.089 3.402 0.02 3.38 -0.86 0.464
N -0.582 2.102 2.522 -1.07 -1.29 -0.55 -0.412
N -1.246 1.943 1.201 0.12 -0.40 0.21 -0.286
N -1.943 0.485 0.817 3.22 3.48 1.12 -0.579
N -1.467 -0.134 1.898 -2.24 -4.24 0.85 -0.241
H -0.665 -1.734 6.229 -0.03 0.02 0.04 0.272
Cl 2.331 0.838 -6.646 0.00 0.02 0.01 -0.247
C 1.264 0.850 -5.272 0.02 -0.01 0.00 0.203
C -0.056 1.226 -5.418 -0.02 0.02 -0.01 0.227
Cl -0.666 1.726 -6.968 0.00 -0.02 0.01 -0.248
C -0.908 1.210 -4.302 -0.01 0.04 -0.02 0.203
Cl -2.573 1.682 -4.449 0.02 -0.01 0.00 -0.240
C -0.453 0.823 -3.048 -0.01 0.00 0.03 0.307
O -1.238 0.794 -1.991 -0.03 0.10 -0.08 -0.927
C 0.915 0.437 -2.891 -0.01 -0.01 0.03 0.199
O 1.330 0.078 -1.705 -0.06 -0.23 -0.07 -0.910
C 1.744 0.464 -4.012 0.00 0.01 -0.01 0.245
Cl 3.403 0.005 -3.794 -0.01 -0.02 0.00 -0.233
Cl -0.727 -0.416 3.075 -1.10 -0.26 1.99 1.243
C -1.402 -1.930 5.447 0.23 -0.14 -0.35 -1.004
Cl 0.358 1.507 4.969 -0.11 -0.11 -0.29 -0.241
H -1.372 -2.997 5.216 -0.03 -0.01 0.02 0.284
H -2.395 -1.668 5.816 0.00 -0.01 0.02 0.319
```
Forces are in eV/Å.